Molecular formula: C37H38N6O2RuS4
Method: DFT, the ωB97M-V functional and the def2-TZVPD basis

The geometry in XYZ format:
```
88
Properties=species:S:1:pos:R:3:mulliken_spin:R:1
Ru 0.726 1.002 0.235 1.2658
O 1.940 -1.429 0.131 0.0157
C 3.238 -1.443 -0.434 0.0005
C 3.219 -1.297 -1.957 -0.0031
C 2.367 -0.109 -2.419 0.0078
C 2.903 1.235 -2.027 0.0080
C 4.092 1.726 -2.559 -0.0022
C 4.530 2.992 -2.217 0.0020
C 3.703 3.779 -1.430 -0.0039
C 2.529 3.232 -0.952 0.0107
N 2.164 1.972 -1.193 -0.0351
H 1.457 -2.209 -0.181 -0.0010
H 3.748 -2.375 -0.158 0.0005
H 3.765 -0.607 0.037 -0.0027
H 2.792 -2.200 -2.397 -0.0002
H 4.242 -1.195 -2.314 -0.0001
H 1.355 -0.208 -2.005 -0.0030
H 2.298 -0.147 -3.507 0.0006
H 4.655 1.113 -3.245 0.0001
H 5.477 3.366 -2.573 0.0001
H 3.966 4.792 -1.178 -0.0001
H 1.839 3.835 -0.378 0.0050
S -0.934 -0.334 -1.044 0.0921
C -2.087 -0.881 0.112 -0.0415
N -3.289 -1.351 -0.291 -0.0068
C -4.209 -1.819 0.720 -0.0007
C -3.431 -2.539 1.818 -0.0003
N -2.454 -1.622 2.362 -0.0216
C -2.062 -1.798 3.741 0.0002
C -1.369 -3.130 3.926 -0.0005
C -1.919 -4.108 4.744 -0.0005
C -1.301 -5.340 4.872 -0.0001
C -0.137 -5.606 4.172 -0.0002
C 0.420 -4.631 3.360 0.0001
C -0.191 -3.397 3.239 0.0000
C -1.741 -0.891 1.471 0.0052
S -0.425 0.086 2.042 0.0129
C -3.707 -1.426 -1.670 0.0056
C -3.882 -2.863 -2.093 -0.0042
C -5.070 -3.302 -2.660 -0.0003
C -5.215 -4.628 -3.032 -0.0001
C -4.181 -5.523 -2.825 -0.0001
C -2.995 -5.091 -2.254 0.0005
C -2.846 -3.766 -1.892 0.0019
H -4.923 -2.503 0.257 0.0001
H -4.758 -0.973 1.152 -0.0006
H -2.941 -3.431 1.401 -0.0005
H -4.100 -2.862 2.617 -0.0001
H -2.964 -1.754 4.359 -0.0005
H -1.403 -0.973 4.024 0.0010
H -2.831 -3.904 5.287 -0.0001
H -1.729 -6.091 5.519 0.0000
H 0.336 -6.571 4.257 0.0000
H 1.338 -4.831 2.827 0.0001
H 0.253 -2.636 2.611 -0.0022
H -2.945 -0.936 -2.281 0.0052
H -4.650 -0.881 -1.781 -0.0006
H -5.877 -2.602 -2.821 0.0000
H -6.139 -4.959 -3.481 0.0000
H -4.294 -6.555 -3.118 0.0000
H -2.185 -5.787 -2.096 0.0000
H -1.918 -3.420 -1.458 -0.0002
S 2.662 1.029 1.746 -0.1419
C 2.903 2.686 2.124 0.0140
C 4.186 3.062 2.533 0.0000
C 4.493 4.380 2.800 0.0013
C 5.811 4.749 3.154 0.0016
N 6.891 5.015 3.426 0.0000
C 3.478 5.364 2.694 -0.0001
C 2.192 4.994 2.351 0.0027
C 1.877 3.663 2.048 0.0358
S 0.265 3.293 1.567 -0.2436
C 3.795 6.727 2.891 0.0023
N 4.062 7.834 3.013 0.0000
H 4.945 2.300 2.610 0.0014
H 1.409 5.735 2.278 0.0033
C -0.467 4.420 -4.479 0.0006
N -0.853 3.947 -3.172 0.0004
C -1.901 4.653 -2.463 0.0003
C -0.289 2.908 -2.575 -0.0029
O -0.541 2.559 -1.428 0.0147
H -1.213 4.148 -5.230 0.0000
H 0.495 3.997 -4.765 0.0000
H -0.372 5.506 -4.462 0.0001
H -2.428 5.316 -3.142 0.0000
H -1.485 5.225 -1.632 0.0000
H -2.597 3.924 -2.048 -0.0001
H 0.432 2.368 -3.210 0.0017
```

Values from the calculation:
Relative energy (zero: lowest compared OMol25 entry of this formula, charge and spin) (eV): 0.0000
Frontier orbital gap (spin up / spin down) (eV): 4.90 / 4.96
<S²>: 0.87
Multiplicity: 2
Molecular weight (Da): 828.09
HOMO energy (spin up / spin down) (eV): -9.64 / -9.65
Charge: +1

***

Molecular formula: C37H39AuN7S
Method: DFT, the ωB97M-V functional and the def2-TZVPD basis

The geometry in XYZ format:
```
85
Properties=species:S:1:pos:R:3:lowdin_charge:R:1
Au 0.078 -0.206 -0.077 1.1627
N 3.367 -1.497 -0.421 0.1434
C 3.261 -0.186 -0.806 -0.2662
C 4.442 0.398 -1.307 0.0297
C 4.445 1.714 -1.697 -0.0016
C 3.260 2.439 -1.590 -0.0193
C 2.149 1.799 -1.096 -0.1626
N 2.132 0.516 -0.713 0.0314
C 2.535 -2.421 0.151 -0.2745
C 3.120 -3.674 0.437 0.0321
C 2.376 -4.655 1.042 -0.0031
C 1.046 -4.380 1.361 -0.0262
C 0.542 -3.148 1.026 -0.2151
N 1.254 -2.182 0.424 0.0238
H 4.309 -1.858 -0.548 0.1535
H 5.340 -0.194 -1.384 0.1299
H 5.344 2.176 -2.076 0.1342
H 3.210 3.472 -1.886 0.1248
H 1.221 2.334 -0.984 0.0831
H 4.155 -3.843 0.183 0.1296
H 2.815 -5.613 1.276 0.1339
H 0.426 -5.106 1.856 0.1249
H -0.484 -2.894 1.263 0.0920
C 1.455 3.123 1.924 -0.0162
C 2.051 1.928 2.592 -0.1869
C 3.322 1.995 3.143 0.0017
C 3.848 0.931 3.859 0.0070
C 3.083 -0.211 4.061 0.0017
C 1.805 -0.322 3.537 -0.1854
C 0.948 -1.501 3.858 -0.0075
C 1.296 0.746 2.768 -0.2100
N 0.076 0.626 2.129 0.1216
C -1.075 0.958 2.577 -0.1954
C -1.302 1.511 3.936 0.0459
C -2.225 0.832 1.659 -0.2056
C -3.561 1.273 2.126 0.0432
N -2.005 0.375 0.480 0.0679
C -2.972 0.346 -0.527 -0.2424
C -3.198 1.511 -1.287 -0.2054
C -2.485 2.788 -0.982 -0.0210
C -4.159 1.470 -2.289 -0.0005
C -4.865 0.307 -2.558 -0.0068
C -4.611 -0.840 -1.821 -0.0046
C -3.676 -0.839 -0.794 -0.2085
C -3.496 -2.044 0.070 -0.0241
H 2.221 3.715 1.437 0.0961
H 0.996 3.763 2.681 0.1091
H 0.686 2.851 1.203 0.0523
H 3.896 2.902 3.030 0.1331
H 4.837 0.999 4.285 0.1313
H 3.479 -1.014 4.661 0.1308
H 1.551 -2.335 4.203 0.1011
H 0.360 -1.808 2.997 0.0417
H 0.254 -1.245 4.658 0.1037
H -0.378 1.545 4.509 0.1085
H -2.039 0.916 4.476 0.1185
H -1.713 2.520 3.882 0.1200
H -3.856 0.715 3.015 0.1181
H -4.312 1.132 1.353 0.1087
H -3.543 2.325 2.409 0.1183
H -1.494 2.611 -0.567 0.0502
H -3.062 3.366 -0.257 0.1016
H -2.406 3.396 -1.878 0.0976
H -4.369 2.371 -2.843 0.1312
H -5.621 0.298 -3.328 0.1277
H -5.167 -1.740 -2.032 0.1300
H -3.713 -2.949 -0.490 0.0931
H -4.198 -2.012 0.905 0.1059
H -2.488 -2.086 0.482 0.0379
N -1.022 -3.234 -1.704 0.1556
C -0.817 -2.228 -2.544 -0.6333
N -0.549 -0.990 -2.227 0.0394
C -0.447 -0.199 -3.349 -0.3063
C -0.245 1.171 -3.389 -0.0411
C -0.153 1.805 -4.614 -0.0420
C -0.255 1.096 -5.816 -0.0389
C -0.495 -0.259 -5.809 -0.0535
C -0.603 -0.897 -4.578 -0.4537
S -0.944 -2.562 -4.284 1.1702
H -0.861 -3.124 -0.716 0.0485
H -1.201 -4.157 -2.067 0.1289
H -0.176 1.724 -2.470 0.0653
H 0.005 2.870 -4.642 0.1154
H -0.160 1.616 -6.755 0.1240
H -0.596 -0.816 -6.726 0.1260
```

Values from the calculation:
Frontier orbital gap (spin up / spin down) (eV): 3.84 / 3.86
Molecular weight (Da): 810.80
HOMO energy (spin up / spin down) (eV): -15.76 / -15.58
Charge: +3

***

Molecular formula: C37H39FN6O5PZr
Method: DFT, the ωB97M-V functional and the def2-TZVPD basis

The geometry in XYZ format:
```
90
Properties=species:S:1:pos:R:3:lowdin_charge:R:1
Zr -0.103 -0.075 0.288 1.8400
O -0.512 -3.360 3.279 0.0715
C 0.593 -3.126 4.024 -0.2448
C 0.863 -4.034 5.048 0.0058
C 1.974 -3.869 5.847 -0.0336
C 2.849 -2.797 5.649 -0.0567
C 2.594 -1.900 4.643 -0.0118
C 1.465 -2.041 3.810 -0.0932
C 1.261 -1.076 2.749 -0.3668
O 0.210 -1.237 1.950 -0.2579
N 2.098 -0.092 2.533 0.1187
N 1.716 0.562 1.394 -0.1262
C 2.373 1.594 1.007 -0.0019
C 1.985 2.187 -0.273 -0.2424
C 2.582 3.336 -0.757 0.0337
C 2.181 3.815 -1.999 0.0117
C 1.189 3.143 -2.696 -0.0004
C 0.611 2.019 -2.127 -0.0949
N 1.005 1.534 -0.945 -0.0340
H -0.597 -2.637 2.638 0.0656
H 0.179 -4.857 5.195 0.1262
H 2.165 -4.580 6.639 0.1208
H 3.716 -2.674 6.282 0.1154
H 3.255 -1.062 4.477 0.1157
H 3.196 1.990 1.594 0.1557
H 3.346 3.837 -0.181 0.1368
H 2.636 4.705 -2.412 0.1342
H 0.846 3.487 -3.661 0.1281
H -0.198 1.496 -2.622 0.1262
C -7.781 -1.168 -0.690 -0.0454
C -7.026 -1.288 0.621 -0.1594
N -5.568 -1.465 0.413 -0.0045
C -4.778 -0.393 0.568 0.0728
C -3.431 -0.446 0.353 -0.0229
C -2.392 0.609 0.514 -0.5660
O -1.806 1.020 -0.543 -0.0683
O -1.758 0.687 1.599 0.0031
C -2.803 -1.648 -0.043 -0.2475
O -1.525 -1.690 -0.235 -0.1647
C -3.644 -2.791 -0.189 -0.0445
C -3.119 -4.048 -0.539 0.0991
C -3.932 -5.123 -0.664 -0.1746
F -3.375 -6.283 -1.046 0.0880
C -5.342 -5.064 -0.447 -0.1100
C -5.851 -3.821 -0.097 0.0677
C -5.029 -2.684 0.033 -0.0932
N -6.143 -6.188 -0.590 -0.0557
C -7.582 -6.085 -0.445 -0.1361
C -8.287 -7.011 -1.430 -0.0497
N -7.631 -8.384 -1.437 0.0832
C -6.726 -8.565 -0.256 -0.0800
C -5.611 -7.539 -0.336 -0.1076
H -8.845 -1.057 -0.489 0.0952
H -7.642 -2.040 -1.329 0.0723
H -7.452 -0.290 -1.245 0.0915
H -7.375 -2.106 1.251 0.1260
H -7.138 -0.385 1.216 0.1292
H -5.274 0.518 0.874 0.1645
H -2.061 -4.167 -0.722 0.1383
H -6.898 -3.710 0.122 0.0911
H -7.928 -5.085 -0.692 0.1248
H -7.907 -6.283 0.583 0.1456
H -8.229 -6.635 -2.448 0.1436
H -9.332 -7.148 -1.157 0.1456
H -7.086 -8.497 -2.293 0.1884
H -8.343 -9.117 -1.456 0.1912
H -6.315 -9.572 -0.292 0.1515
H -7.346 -8.476 0.634 0.1432
H -4.922 -7.830 -1.127 0.1280
H -5.063 -7.584 0.610 0.1513
C 1.678 -3.396 0.093 -0.2158
P 1.596 -1.894 -0.920 0.8655
C 1.087 -2.467 -2.568 -0.2225
C 3.274 -1.250 -1.092 -0.3877
C 3.554 -0.337 -2.110 -0.1153
C 4.817 0.218 -2.223 -0.0620
C 5.810 -0.126 -1.314 -0.0492
C 5.538 -1.029 -0.298 -0.0501
C 4.275 -1.591 -0.184 -0.0823
H 2.059 -3.184 1.091 0.0414
H 2.316 -4.140 -0.386 0.0742
H 0.668 -3.794 0.201 0.0486
H 1.771 -3.241 -2.919 0.0698
H 1.096 -1.647 -3.285 0.0448
H 0.075 -2.869 -2.516 0.0418
H 2.795 -0.067 -2.837 0.0954
H 5.034 0.907 -3.029 0.1156
H 6.800 0.300 -1.407 0.1191
H 6.312 -1.306 0.404 0.1192
H 4.085 -2.295 0.616 0.1024
```

Values from the calculation:
Relative energy (zero: lowest compared OMol25 entry of this formula, charge and spin) (eV): 0.0000
Frontier orbital gap (eV): 6.12
Molecular weight (Da): 788.95
HOMO energy (eV): -14.17
Charge: +3

***

Molecular formula: C37H39N3O6
Method: DFT, the ωB97M-V functional and the def2-TZVPD basis

The geometry in XYZ format:
```
85
Properties=species:S:1:pos:R:3:lowdin_charge:R:1
C 3.842 -5.237 1.383 -0.0657
C 3.325 -3.888 1.772 -0.1897
O 2.563 -3.407 0.601 0.0002
C 2.050 -2.227 0.949 -0.4405
O 2.255 -1.791 2.088 0.0857
C 1.087 -1.454 -0.018 -0.0823
C 0.893 -1.102 -1.513 -0.4601
O -0.210 -1.050 -2.038 0.1472
O 2.029 -0.706 -2.106 -0.0291
C 1.817 0.078 -3.305 -0.1828
C 3.162 0.717 -3.527 -0.0608
C 0.038 -2.657 -0.045 -0.2563
O -0.839 -2.760 0.769 0.1367
C 0.224 -3.768 -1.101 -0.1158
C 1.331 -3.907 -1.954 -0.0335
C 1.381 -4.876 -2.968 -0.0629
C 0.340 -5.800 -3.110 -0.0817
C -0.695 -5.794 -2.167 -0.0731
C -0.735 -4.804 -1.178 -0.0079
C 1.358 -0.052 0.503 -0.1731
C 0.431 1.059 0.158 -0.0743
C -0.904 1.040 0.345 -0.0461
N -1.659 2.144 0.620 -0.0177
C -2.988 1.917 1.136 -0.1915
C -3.807 1.067 0.161 -0.0839
C -5.216 0.839 0.631 -0.2341
C -6.240 0.951 -0.309 -0.0451
C -7.566 0.857 0.104 -0.0833
C -7.857 0.616 1.454 -0.0934
C -6.822 0.439 2.384 -0.0757
C -5.490 0.527 1.968 -0.0381
C -3.504 3.333 1.379 -0.3601
O -4.658 3.671 1.651 0.0751
N -2.439 4.172 1.240 -0.0311
C -2.534 5.570 1.602 -0.0139
C -1.175 3.517 0.881 -0.4563
C -0.587 4.206 -0.362 0.0019
C -0.169 3.606 2.035 0.0067
C 2.853 0.399 0.201 -0.1018
C 3.892 -0.473 -0.127 -0.0230
C 5.229 -0.078 -0.083 -0.0046
C 5.581 1.231 0.246 -0.2391
C 6.962 1.628 0.370 -0.1712
N 8.089 1.904 0.534 0.1461
C 4.550 2.150 0.448 -0.0157
C 3.211 1.751 0.362 -0.0127
H 4.516 -5.627 2.158 0.0854
H 2.981 -5.917 1.305 0.0873
H 4.381 -5.191 0.431 0.0839
H 2.634 -3.932 2.625 0.1364
H 4.116 -3.153 1.991 0.1350
H 1.520 -0.619 -4.103 0.1353
H 1.044 0.837 -3.113 0.1331
H 3.159 1.297 -4.450 0.0795
H 3.410 1.383 -2.684 0.0789
H 3.952 -0.042 -3.601 0.0870
H 2.227 -3.318 -1.787 0.1092
H 2.237 -4.913 -3.653 0.1088
H 0.361 -6.553 -3.907 0.1070
H -1.485 -6.562 -2.195 0.1104
H -1.496 -4.863 -0.399 0.1188
H 1.287 -0.081 1.615 0.1660
H 0.871 1.979 -0.207 0.0639
H -1.415 0.074 0.298 0.1284
H -2.889 1.391 2.110 0.1588
H -3.814 1.585 -0.813 0.1358
H -3.307 0.095 0.020 0.1200
H -5.963 1.141 -1.349 0.1128
H -8.361 0.982 -0.634 0.1014
H -8.896 0.580 1.785 0.0976
H -7.043 0.243 3.437 0.1027
H -4.667 0.369 2.673 0.1125
H -3.591 5.834 1.717 0.0974
H -2.004 5.765 2.540 0.0918
H -2.079 6.182 0.824 0.0835
H -1.307 4.192 -1.191 0.1010
H -0.329 5.248 -0.118 0.0828
H 0.333 3.720 -0.695 0.0660
H -0.599 3.176 2.949 0.1019
H 0.752 3.074 1.772 0.0639
H 0.072 4.665 2.206 0.0867
H 3.736 -1.522 -0.392 0.1187
H 6.007 -0.815 -0.293 0.1262
H 4.788 3.198 0.649 0.1235
H 2.461 2.538 0.414 0.0892
```

Values from the calculation:
Relative energy (zero: lowest compared OMol25 entry of this formula, charge and spin) (eV): 1.2607
Frontier orbital gap (eV): 7.70
Molecular weight (Da): 621.73
HOMO energy (eV): -7.71

***

Molecular formula: C37H39N6O2RuTe
Method: DFT, the ωB97M-V functional and the def2-TZVPD basis

The geometry in XYZ format:
```
86
Properties=species:S:1:pos:R:3:mulliken_spin:R:1
Ru 2.296 -0.160 -0.685 2.7216
N 9.881 -0.191 6.276 -0.0004
C 9.040 -0.203 5.493 0.0001
C 7.988 -0.209 4.522 -0.0007
C 7.046 0.819 4.518 0.0004
C 6.027 0.814 3.586 -0.0025
C 5.934 -0.209 2.638 0.0054
C 6.889 -1.229 2.647 -0.0015
C 7.907 -1.234 3.580 0.0004
C 4.851 -0.202 1.635 -0.0054
C 5.188 -0.284 0.286 0.0249
C 6.476 -0.273 -0.309 0.0848
C 6.306 -0.382 -1.677 0.0021
C 4.927 -0.445 -1.902 0.0597
N 4.255 -0.375 -0.745 -0.0589
C 3.519 -0.094 2.094 0.0443
C 3.073 -0.102 3.426 0.0731
C 1.703 0.151 3.414 0.0181
C 1.346 0.290 2.081 0.0588
N 2.415 0.125 1.272 -0.1017
H 7.123 1.616 5.245 0.0000
H 5.320 1.633 3.563 -0.0003
H 6.807 -2.045 1.940 -0.0007
H 8.643 -2.025 3.586 0.0000
H 7.413 -0.192 0.214 0.0035
H 7.075 -0.401 -2.431 0.0009
H 4.422 -0.536 -2.853 -0.0012
H 3.679 -0.297 4.295 0.0025
H 1.052 0.220 4.269 0.0010
H 0.379 0.530 1.666 0.0215
N 0.582 3.103 -1.552 0.0069
C 1.924 3.124 -1.392 0.0002
N 2.535 4.317 -1.375 0.0086
O 2.590 2.079 -1.267 0.0900
H 0.044 3.939 -1.693 0.0005
H 0.134 2.209 -1.552 0.0106
H 2.056 5.190 -1.505 -0.0005
H 3.535 4.330 -1.277 -0.0009
C -0.310 -0.996 -3.577 0.0758
C 0.597 -0.740 -2.408 -0.0205
O 1.863 -0.914 -2.545 0.0466
N 0.222 -0.361 -1.198 0.5745
Te -2.019 0.206 -0.979 0.8394
C -3.859 1.394 -0.770 0.1692
C -4.653 1.242 0.363 -0.0142
C -4.322 0.323 1.508 0.0348
C -5.825 1.993 0.412 0.0122
C -6.170 2.888 -0.593 0.0312
C -7.425 3.702 -0.514 0.0004
C -5.306 3.039 -1.683 0.0162
C -4.130 2.319 -1.785 -0.0648
C -3.211 2.529 -2.961 0.0715
C -2.876 -1.711 -0.799 0.1629
C -2.433 -2.582 0.203 0.0154
C -1.387 -2.211 1.219 -0.0607
C -3.002 -3.847 0.258 -0.0041
C -3.962 -4.264 -0.656 0.0246
C -4.540 -5.643 -0.602 -0.0014
C -4.369 -3.367 -1.647 0.0063
C -3.851 -2.090 -1.741 -0.1274
C -4.331 -1.167 -2.830 0.0670
H 0.265 -1.430 -4.391 0.0000
H -0.753 -0.060 -3.924 -0.0075
H -1.100 -1.688 -3.280 -0.0122
H -3.269 0.040 1.512 -0.0007
H -4.924 -0.586 1.458 0.0015
H -4.538 0.812 2.457 0.0035
H -6.468 1.881 1.277 0.0051
H -7.964 3.518 0.412 -0.0001
H -8.081 3.465 -1.353 0.0031
H -7.196 4.767 -0.579 0.0029
H -5.562 3.737 -2.472 0.0023
H -3.656 3.209 -3.684 0.0045
H -3.007 1.588 -3.478 -0.0024
H -2.260 2.963 -2.639 -0.0094
H -1.040 -1.188 1.077 0.0955
H -0.522 -2.871 1.137 0.0027
H -1.776 -2.307 2.233 0.0058
H -2.681 -4.525 1.041 0.0006
H -4.168 -6.198 0.257 -0.0002
H -4.281 -6.196 -1.506 0.0028
H -5.629 -5.607 -0.555 0.0023
H -5.107 -3.687 -2.374 0.0011
H -4.898 -1.709 -3.583 0.0000
H -3.489 -0.684 -3.336 -0.0152
H -4.976 -0.391 -2.416 -0.0057
```

Values from the calculation:
Relative energy (zero: lowest compared OMol25 entry of this formula, charge and spin) (eV): 0.3488
Frontier orbital gap (spin up / spin down) (eV): 6.98 / 4.20
<S²>: 8.79
Multiplicity: 6
Molecular weight (Da): 828.43
HOMO energy (spin up / spin down) (eV): -12.87 / -12.83
Charge: +2